Record 1
80
Properties=species:S:1:pos:R:3:forces:R:3:lowdin_charge:R:1 method="wB97M-V/def2-TZVPD" charge=-2 homo_ev="0.91 / -2.91" s2=0.7539 e_lumo_ev="3.28 / 3.28" spin_multiplicity=2
O -3.89173 2.11172 1.50651 3.5 -0.6 -0.9 0.047
C -2.69892 1.88287 1.17228 -2.5 1.1 2.1 -0.338
O -2.31614 1.32270 0.08343 0.2 -0.7 -0.5 0.202
B -0.81825 1.20215 0.03029 3.0 -1.2 -1.9 -0.912
O -0.37161 1.98548 1.19584 -0.9 0.3 2.7 0.205
C -1.37157 2.24238 1.99920 0.0 1.6 3.8 -0.292
O -1.30545 2.70369 3.20572 -0.4 -1.9 -5.1 0.015
O -0.19578 1.89436 -1.05985 -1.9 2.2 -0.7 0.143
C 0.76842 1.17578 -1.64810 1.4 -5.1 1.0 -0.481
O 1.55420 1.44698 -2.55825 -0.4 1.5 -0.4 -0.007
C 0.78031 -0.19586 -0.97199 0.2 4.8 -2.3 -0.496
O -0.16953 -0.15320 0.00366 -2.4 0.1 1.8 0.127
O 1.62791 -1.04150 -1.21437 0.5 -2.0 0.7 -0.009
C 3.65083 -3.82071 -2.33292 0.1 1.8 1.2 -0.118
O 2.98598 -5.01490 -2.00850 0.1 -4.1 1.3 -0.227
P 3.32671 -5.80393 -0.61029 1.2 4.0 -0.5 0.468
O 3.21670 -4.82222 0.50151 0.3 -1.8 -0.3 -0.244
O 2.39233 -7.07585 -0.55852 0.4 -0.2 0.0 -0.193
C 2.47245 -8.07014 0.47402 -1.0 -0.7 0.5 -0.100
O 4.88774 -6.31698 -0.85783 -2.0 0.0 0.9 -0.244
C 5.65353 -6.70083 0.30629 1.7 0.1 -1.8 -0.119
H 2.94278 -3.05916 -2.00609 -0.1 0.6 -1.0 0.081
H 4.01796 -3.79947 -3.35901 -0.6 -0.1 0.0 0.090
H 4.48770 -3.55965 -1.68515 0.4 -0.7 0.2 0.079
H 3.20739 -8.02299 1.27760 0.7 0.7 -0.7 0.077
H 2.49542 -9.05670 0.01112 0.3 0.2 -0.2 0.088
H 1.56609 -8.08079 1.07940 -0.4 0.4 -0.4 0.087
H 5.95879 -5.86551 0.93650 -1.1 -0.1 0.5 0.091
H 6.60718 -6.90719 -0.17958 0.3 -0.4 0.1 0.076
H 5.36585 -7.65406 0.74979 -0.5 0.5 0.4 0.072
C -3.16192 3.85132 -2.07062 -0.6 -0.8 -1.5 -0.037
C -2.10629 3.72693 -3.10850 2.8 -0.6 -0.5 -0.248
O -2.57750 4.40641 -4.25551 1.7 -0.7 0.1 0.164
C -3.86619 4.49435 -4.16872 -3.2 2.1 0.7 -0.551
O -4.57119 5.10981 -4.94445 0.7 -1.6 0.9 0.122
O -4.28722 4.02309 -2.93158 -1.2 0.6 -1.3 0.048
F -1.85909 2.39406 -3.49108 -0.5 1.3 0.4 0.055
H -3.01743 4.76446 -1.49322 0.0 -0.4 0.5 0.154
H -3.30266 2.87441 -1.60809 0.2 0.5 0.8 0.139
H -1.17726 4.22333 -2.82816 0.3 -0.6 -0.1 0.159
C -2.75333 -0.57781 -2.45106 1.6 -0.8 0.7 -0.047
C -1.71250 -1.05818 -3.51277 -1.6 1.3 0.2 -0.293
O -2.57309 -1.29474 -4.62425 -0.9 0.5 -0.5 0.108
C -3.87606 -0.88705 -4.36915 -0.4 0.5 -2.5 -0.506
O -4.76516 -0.82800 -5.22123 2.3 -0.6 2.3 0.098
O -3.96278 -0.46181 -3.12095 -1.7 0.4 -0.9 0.081
F -1.14052 -2.21544 -3.21884 0.4 -1.2 0.6 0.097
H -2.49238 0.37255 -1.98543 0.0 -0.3 -0.1 0.111
H -2.92073 -1.38886 -1.74235 0.6 0.2 0.5 0.150
H -0.92795 -0.32896 -3.71479 -0.1 0.0 -0.3 0.167
C 3.02621 3.75145 0.83273 -0.7 0.7 0.1 0.008
C 1.79100 4.30748 1.54768 0.7 -2.0 -0.9 -0.361
O 0.94855 4.62181 0.49714 -0.5 0.8 0.1 0.142
C 1.64676 4.70945 -0.65780 -2.8 -0.5 -4.4 -0.536
O 1.11827 4.95305 -1.75474 1.5 0.2 3.5 0.107
O 2.88318 4.29091 -0.53058 1.1 -0.9 1.7 0.109
F 2.12067 5.37514 2.25664 0.1 2.1 1.2 0.087
H 2.88631 2.67939 0.97133 0.6 -0.2 -1.2 0.117
H 3.95446 4.12146 1.26811 -0.1 -0.2 -0.1 0.140
H 1.34259 3.56683 2.20986 -0.4 0.2 -0.1 0.156
C 3.60173 -0.01168 1.43115 -3.8 -0.9 -0.9 -0.079
C 2.78442 -0.27628 2.77832 -0.5 -1.2 -1.7 -0.278
O 3.88550 -0.43380 3.57483 2.5 0.3 1.8 0.112
C 4.84513 0.43209 3.15380 -0.6 1.9 0.4 -0.491
O 5.69295 0.89461 3.85632 0.0 -0.7 -0.8 0.156
O 4.50344 0.90668 1.87760 2.5 0.4 2.7 0.035
F 2.06253 -1.42377 2.92133 0.3 0.1 -0.8 0.072
H 2.99972 0.43354 0.63903 0.0 -0.3 -0.1 0.124
H 4.13813 -0.89460 1.08352 -0.6 -0.4 0.0 0.150
H 2.14143 0.48052 3.22765 0.0 0.6 -0.7 0.173
C -4.99314 1.70019 4.28976 3.2 -0.2 -0.6 -0.109
C -5.54422 0.49172 3.53083 0.5 2.3 0.0 -0.334
O -6.87335 0.86935 3.32510 -1.0 1.7 1.3 0.107
C -7.18772 1.95890 4.20936 -2.9 -0.1 0.4 -0.415
O -8.34291 2.34517 4.45616 4.2 -1.3 -1.1 0.097
O -6.05163 2.43774 4.76665 -2.8 0.0 -0.1 0.088
F -5.49571 -0.60526 4.29862 -0.1 -1.3 0.4 0.075
H -4.35263 2.30828 3.65095 -0.5 0.1 -0.5 0.113
H -4.28192 1.48552 5.08737 -0.5 -0.6 0.4 0.144
H -5.02556 0.37778 2.57894 -0.2 -0.5 0.1 0.151


Record 2
59
Properties=species:S:1:pos:R:3:forces:R:3:lowdin_charge:R:1 method="wB97M-V/def2-TZVPD" homo_ev=-7.91 de_lowest_kj_mol=0.0 e_lumo_ev=-0.32 spin_multiplicity=1
Mg 0.52541 -0.37896 0.37403 0.3 0.1 -0.1 0.218
C 4.83692 0.55013 -1.06044 0.0 0.0 0.0 -0.027
C 3.88950 0.12044 -2.13841 0.0 0.0 0.0 -0.254
N 4.35684 -0.11633 -3.33352 0.0 0.0 -0.1 0.116
C 3.50772 -0.51152 -4.31278 0.0 0.0 0.1 -0.107
C 2.16156 -0.64952 -4.13167 0.0 0.0 -0.1 -0.167
C 1.30104 -1.06499 -5.29518 0.0 0.0 0.0 -0.216
O 0.55122 -2.25054 -5.04692 0.0 0.0 0.0 -0.057
C 1.62100 -0.40884 -2.83840 -0.1 0.0 0.0 -0.069
C 0.19383 -0.45839 -2.66212 0.0 0.0 0.0 -0.037
N -0.45978 -0.38694 -1.54672 -0.2 -0.1 0.1 0.010
C -1.87154 -0.27181 -1.66369 0.0 0.1 -0.1 -0.339
C -2.43842 0.63701 -2.55976 0.1 0.0 0.0 -0.030
C -3.81161 0.77229 -2.66907 0.0 0.0 0.0 -0.077
C -4.65119 0.01040 -1.87091 0.0 0.0 0.0 -0.089
C -4.10774 -0.88081 -0.95758 0.0 0.0 0.0 -0.152
C -2.73147 -1.01324 -0.85746 0.0 -0.1 0.1 -0.613
I -1.92020 -2.32654 0.54144 -0.1 0.0 0.0 1.147
C 2.49638 -0.03931 -1.79632 0.0 0.0 0.1 -0.285
O 2.12761 0.17304 -0.58422 -0.1 0.0 0.1 -0.145
H 5.79575 0.80345 -1.50602 0.0 0.0 0.0 0.078
H 4.98388 -0.25867 -0.34003 0.0 0.0 0.0 0.083
H 4.43709 1.40286 -0.51109 0.0 0.0 0.0 0.079
H 3.95774 -0.70783 -5.27904 0.0 0.0 0.0 0.107
H 1.93588 -1.18017 -6.17808 0.0 0.0 0.0 0.116
H 0.56075 -0.29725 -5.53082 0.0 0.0 0.0 0.123
H 1.16306 -2.93190 -4.74836 0.0 0.0 0.0 0.097
H -0.39467 -0.55018 -3.57350 0.0 0.0 0.0 0.123
H -1.77740 1.25837 -3.15108 0.0 0.0 0.0 0.122
H -4.22498 1.48501 -3.37040 0.0 0.0 0.0 0.108
H -5.72549 0.11126 -1.94980 0.0 0.0 0.0 0.107
H -4.74987 -1.47742 -0.32402 0.0 0.0 0.0 0.097
C 3.74400 0.09081 2.66815 0.0 0.0 0.0 -0.023
N 2.52030 0.12799 3.44770 0.0 -0.1 0.0 -0.114
C 2.22358 1.01938 4.45650 0.0 0.0 0.0 -0.044
C 0.97486 0.72219 4.87372 0.0 0.0 0.0 -0.064
N 0.51090 -0.34071 4.13071 -0.1 0.0 0.0 -0.020
B -0.92571 -0.90186 4.22916 0.0 0.0 0.1 -0.459
N -1.94368 -0.07142 3.32190 0.1 0.1 0.1 -0.004
C -3.28892 -0.29283 3.51101 0.0 0.0 0.0 -0.086
C -3.97902 0.45891 2.62636 0.0 0.0 0.0 -0.056
N -3.04244 1.14492 1.88838 0.0 0.1 0.0 -0.123
C -3.33205 2.11934 0.85444 0.0 0.0 0.0 -0.036
C -1.80123 0.81152 2.32440 0.0 -0.1 0.0 -0.698
S -0.37812 1.51413 1.62853 -0.1 0.0 0.1 0.684
C 1.46887 -0.69566 3.26009 0.0 0.1 0.0 -0.745
S 1.43008 -1.94371 2.07357 0.0 0.0 0.0 0.603
H 4.41275 0.85966 3.04793 0.0 0.0 0.0 0.095
H 3.52719 0.27295 1.61617 0.0 0.0 0.0 0.061
H 4.21549 -0.88581 2.75927 0.0 0.0 0.0 0.091
H 2.92056 1.77207 4.77703 0.0 0.0 0.0 0.119
H 0.36748 1.17436 5.63633 0.0 0.0 0.0 0.123
H -0.95974 -2.05054 3.87327 0.0 0.0 0.0 0.057
H -1.30646 -0.74874 5.36763 0.0 0.0 0.0 0.077
H -3.63567 -0.97810 4.26338 0.0 0.0 0.0 0.124
H -5.03491 0.57217 2.45881 0.0 0.0 0.0 0.121
H -4.39974 2.09077 0.65134 0.0 0.0 0.0 0.092
H -2.78337 1.87715 -0.05322 0.0 0.0 0.0 0.063
H -3.04377 3.11800 1.17938 0.0 0.0 0.0 0.093


Record 3
63
Properties=species:S:1:pos:R:3:forces:R:3:lowdin_charge:R:1 method="wB97M-V/def2-TZVPD" charge=+1 homo_ev=-10.46 de_lowest_kj_mol=0.0 e_lumo_ev=-4.89 spin_multiplicity=1
Pt -0.49432 1.62892 -1.27279 -0.2 0.0 -0.4 1.152
Cl 5.60598 -3.68425 0.08276 0.0 0.0 0.0 0.766
C 4.46754 -2.42433 0.16447 0.0 0.0 0.0 -0.672
C 4.46328 -1.57887 1.38993 0.0 0.0 0.0 -0.676
Cl 5.61569 -1.92502 2.59406 0.0 0.0 0.0 0.757
C 3.58361 -0.57588 1.55757 0.0 0.0 0.0 -0.629
Cl 3.54150 0.41598 2.94083 0.0 0.0 0.0 0.784
C 2.56686 -0.29949 0.52595 0.0 -0.1 0.1 -0.311
O 1.69156 0.50900 0.66875 0.0 0.1 -0.1 0.098
C 2.63485 -1.11955 -0.79032 0.1 0.1 0.0 -0.311
O 1.89984 -0.82719 -1.69886 0.0 0.1 0.0 0.080
C 3.62002 -2.20826 -0.85982 0.0 0.0 0.0 -0.634
Cl 3.62637 -3.13815 -2.28997 0.0 0.0 0.0 0.772
N 1.42117 -2.26805 4.97886 0.2 0.1 -0.1 0.126
C 0.56451 -1.55150 4.19404 0.0 0.0 0.0 -0.329
C 0.05240 -0.32286 4.63259 0.0 0.0 0.0 -0.021
C -0.82061 0.39678 3.84475 0.0 0.0 0.0 -0.056
C -1.19525 -0.09094 2.59559 0.1 0.0 0.0 -0.297
C -0.69894 -1.31169 2.15122 0.0 0.0 0.0 -0.065
C 0.17655 -2.03367 2.93485 0.0 0.0 0.0 -0.029
S -2.33519 0.81605 1.62306 -0.2 0.0 0.0 0.632
O -3.05229 -0.11592 0.79539 0.1 -0.1 -0.1 -0.313
O -3.04572 1.71120 2.47629 0.0 0.0 0.0 -0.257
N -1.44836 1.74204 0.55733 0.0 -0.4 0.1 -0.197
C -0.56784 2.64796 1.04373 0.1 0.0 0.2 -0.499
N -0.42168 3.05188 2.29510 0.0 0.0 0.0 0.173
C 0.58974 3.87578 2.52136 0.0 0.0 0.1 -0.077
C 1.48727 4.28744 1.54287 0.1 0.0 -0.1 -0.033
C 1.27713 3.80609 0.26998 -0.1 0.1 -0.1 -0.097
N 0.22864 3.02890 0.01341 0.3 -0.1 0.0 -0.070
H 1.62157 -1.97111 5.91524 0.0 0.0 0.0 0.102
H 1.69685 -3.19622 4.71972 0.0 0.0 0.0 0.099
H 0.32957 0.05143 5.61052 0.0 0.0 0.0 0.117
H -1.23223 1.33335 4.19112 0.0 0.0 0.0 0.111
H -1.02156 -1.71553 1.20140 0.0 0.0 0.1 0.097
H 0.53800 -2.99831 2.59716 0.0 0.0 0.0 0.114
H 0.70410 4.21669 3.54456 0.0 0.0 0.0 0.125
H 2.30842 4.94944 1.76792 0.0 0.0 0.0 0.110
H 1.92852 4.05926 -0.55731 0.0 0.0 0.0 0.119
N 0.66272 2.12272 -2.94364 0.1 0.0 0.1 -0.027
H 0.75967 1.41564 -3.66595 -0.1 0.0 0.1 0.047
H 1.60601 2.35978 -2.64988 0.0 0.0 0.0 0.072
H 0.25980 2.95307 -3.37018 0.0 0.0 -0.1 0.080
C -1.16049 -0.06006 -3.74995 0.0 0.0 0.0 -0.164
C -1.92442 -1.27492 -4.33610 0.0 0.0 0.0 -0.141
N -2.99445 -1.68493 -3.43824 0.1 0.0 0.0 -0.146
C -3.79983 -0.51187 -3.10862 0.0 0.0 0.0 -0.135
C -2.97961 0.47866 -2.25673 0.0 0.0 -0.1 -0.141
N -1.52214 0.10843 -2.31696 0.0 0.2 0.1 -0.288
C -1.32176 -1.23353 -1.68270 -0.1 0.1 -0.1 -0.137
C -2.38997 -2.20972 -2.21442 -0.1 0.0 0.0 -0.128
H -1.42683 0.86240 -4.27022 0.0 0.0 0.0 0.122
H -0.08426 -0.23015 -3.81620 0.0 -0.1 0.0 0.100
H -1.24969 -2.12103 -4.47115 0.0 0.0 0.0 0.126
H -2.33751 -1.02392 -5.31331 0.0 0.0 0.0 0.125
H -4.68999 -0.82574 -2.56406 0.0 0.0 0.0 0.129
H -4.12950 -0.05493 -4.04298 0.0 0.0 0.0 0.124
H -3.26576 0.44685 -1.21140 0.0 0.0 0.0 0.079
H -3.07955 1.50502 -2.60973 0.0 0.0 0.0 0.115
H -1.41151 -1.11050 -0.61526 0.0 0.1 0.2 0.065
H -0.30626 -1.54580 -1.92844 -0.1 0.0 0.0 0.104
H -3.17734 -2.35371 -1.47384 0.0 0.0 0.0 0.130
H -1.94490 -3.18316 -2.42335 0.0 0.0 0.0 0.125


no.,molar mass (Da)
1,857.18
2,630.63
3,819.44